No. 1
Below is a molecular structure, C31H33I2N16O3PS2Ti, with properties calculated with ωB97M-V/def2-TZVPD.

LUMO = -2.3 eV
charge = 0
highest occupied orbital energy = -7.638 eV
ΔE to the lowest compared entry with this formula, charge and spin = 61.32 kcal/mol
largest force on an atom = 4.9 eV/A
Kohn-Sham gap = 5.3634 eV

Last column: Mulliken charge in e.
Atoms and positions in Å:
Ti: 0.78457 -2.54453 1.22917  -0.336
I: -1.60790 -5.32569 7.71343  0.104
C: -1.17932 -4.85350 5.75618  -0.127
C: -2.09210 -4.97464 4.67384  -0.447
C: -1.63874 -4.73968 3.39853  0.085
I: -3.03192 -5.03144 1.83168  0.053
C: -0.34269 -4.37799 3.14871  0.642
O: 0.11795 -4.21047 1.87924  -0.576
C: 0.51692 -4.12730 4.23547  0.771
C: 1.77200 -3.33737 4.05253  -0.856
N: 1.62366 -2.14531 3.19680  -0.065
C: 0.72907 -1.05215 3.74190  -1.221
C: -0.66748 -0.99643 3.00720  0.891
C: -1.65992 -0.09590 3.34008  -0.775
C: -2.81655 0.09353 2.60548  -0.443
C: -2.99120 -0.61692 1.44212  -0.904
C: -1.93023 -1.43393 0.97769  -0.260
N: -0.89921 -1.75473 1.77925  1.172
C: 0.03884 -4.29024 5.60904  -1.425
H: -3.08595 -5.33302 4.80918  0.441
H: 2.08011 -2.99737 5.06894  0.456
H: 2.61034 -3.89760 3.65599  0.461
H: 2.53680 -1.78139 3.06067  0.482
H: 0.55200 -1.27384 4.80176  0.748
H: 1.29274 -0.12730 3.66940  0.470
H: -1.41648 0.59663 4.14154  0.446
H: -3.49804 0.85718 2.98185  0.442
H: -3.83154 -0.56771 0.78307  0.546
H: -2.02713 -1.90872 -0.06524  0.430
H: 0.63800 -3.97611 6.44319  0.417
O: 2.20321 0.03041 -1.61997  -0.688
C: 3.32803 0.44995 -1.02421  0.459
C: 4.43787 0.79562 -1.78514  -0.701
C: 5.60224 1.13166 -1.16498  -0.333
C: 5.75395 1.01452 0.18512  -0.925
C: 4.67649 0.63972 0.99811  -0.364
C: 3.43277 0.43932 0.38945  0.595
C: 2.17194 0.28269 1.14376  1.688
O: 1.13280 -0.38345 0.75963  -1.315
N: 2.28854 1.07682 2.25594  -0.702
N: 1.05203 1.66721 2.61536  -0.258
C: 1.05105 2.99468 2.36681  0.111
S: 2.54036 3.82650 1.91378  -0.073
C: 1.86960 4.99270 0.64812  -0.564
C: 0.34712 5.06287 0.78305  -0.464
S: -0.41286 3.77303 1.73486  -0.138
H: 1.52286 -0.03556 -0.88073  0.119
H: 4.26113 0.83268 -2.86012  0.449
H: 6.47722 1.59214 -1.71097  0.302
H: 6.75228 1.10561 0.61185  0.393
H: 4.72231 0.62724 2.07463  0.474
H: 2.24290 4.55675 -0.34546  0.268
H: 2.28523 5.93024 0.91266  0.386
H: -0.15300 5.07927 -0.19115  0.295
H: 0.15023 6.00687 1.37364  0.308
N: 2.99609 -4.08050 -1.31973  -0.088
C: 3.60261 -3.77344 -0.11035  0.109
N: 4.84761 -4.16499 0.19711  -0.506
N: 5.05832 -3.69404 1.42697  -0.744
N: 4.01149 -3.01256 1.86687  -0.492
N: 3.03365 -3.06238 0.88327  1.038
C: 1.77747 -3.45717 -1.65437  0.069
N: 1.35576 -3.46190 -2.95415  -0.525
N: 0.22988 -2.76183 -2.92379  -0.543
N: -0.21170 -2.54661 -1.67047  -0.455
N: 0.82643 -2.85391 -0.85917  0.899
H: 3.55677 -4.49171 -2.03906  0.283
C: -3.21491 1.92554 -5.90918  -0.872
N: -2.65961 3.30460 -5.76043  0.068
C: -3.81492 4.21547 -5.76524  -0.825
N: -4.83754 3.83827 -4.77603  0.111
C: -5.24979 2.47770 -4.93459  -1.095
N: -4.19461 1.51677 -4.91338  0.081
C: -3.65842 1.39783 -3.56064  -0.567
P: -2.87751 2.97651 -2.99716  0.183
C: -1.87897 3.44176 -4.54664  -0.700
C: -4.36011 4.03311 -3.41708  -0.709
H: -2.36087 1.21011 -5.93579  0.369
H: -3.73792 1.81759 -6.86827  0.304
H: -4.31865 4.19357 -6.71437  0.290
H: -3.48601 5.25428 -5.63157  0.362
H: -5.78468 2.31747 -5.89938  0.280
H: -5.89320 2.19261 -4.07735  0.461
H: -2.83172 0.60352 -3.49418  0.344
H: -4.46446 1.02998 -2.90664  0.389
H: -0.96356 2.84972 -4.54190  0.403
H: -1.58039 4.48330 -4.35110  0.379
H: -4.10561 5.12805 -3.35720  0.370
H: -5.12380 3.88768 -2.63777  0.387

=====

No. 2
Below is a molecular structure, C31H33LaN6O, with properties calculated with ωB97M-V/def2-TZVPD.

LUMO = -6.0 eV
charge = +2
highest occupied orbital energy = -13.771 eV
ΔE to the lowest compared entry with this formula, charge and spin = 9.41 kcal/mol
largest force on an atom = 1.9 eV/A
Kohn-Sham gap = 7.8172 eV

Last column: Mulliken charge in e.
Atoms and positions in Å:
La: -0.90224 -0.55676 -0.06174  1.412
C: -1.77370 -5.03246 -0.69590  -1.742
C: -2.05165 -3.91146 -1.68668  0.873
C: -3.23225 -3.02663 -1.26747  -1.201
C: -0.82494 -3.07497 -2.01898  0.025
C: 0.29671 -2.98234 -1.19545  -0.609
C: 1.41705 -2.25126 -1.58184  -0.990
C: 1.44213 -1.53447 -2.77336  1.002
C: 2.65267 -0.74107 -3.18190  -1.644
C: 0.30954 -1.60417 -3.58271  -0.576
C: -0.79179 -2.36893 -3.21855  -0.404
H: -2.65874 -5.65679 -0.57557  0.458
H: -1.50114 -4.66095 0.29444  0.217
H: -0.95772 -5.66957 -1.03894  0.423
H: -2.35358 -4.37827 -2.62718  0.500
H: -3.00982 -2.36096 -0.41704  0.085
H: -4.08764 -3.61520 -0.93682  0.459
H: -3.57049 -2.37764 -2.07862  0.213
H: 0.34525 -3.55718 -0.27523  0.399
H: 2.28927 -2.24337 -0.94276  0.449
H: 3.04925 -1.09241 -4.13481  0.457
H: 3.44674 -0.82308 -2.44037  0.374
H: 2.39866 0.31475 -3.30282  0.276
H: 0.29708 -1.07359 -4.52877  0.546
H: -1.63749 -2.43950 -3.89556  0.616
C: -0.69899 -3.60315 3.22261  -0.647
C: 0.28523 -3.02419 4.03108  -0.565
C: 0.47507 -1.66452 3.99973  -0.339
C: -0.28840 -0.87518 3.12958  0.258
N: -1.14768 -1.44833 2.26710  -0.532
C: -1.38364 -2.78437 2.36831  -0.404
N: -0.17938 0.50293 3.30923  -0.397
C: -0.48625 1.45016 2.50060  0.031
N: -0.78756 1.38234 1.13651  0.063
C: -0.75758 2.68509 0.62329  -0.170
N: -0.76037 3.08121 -0.59398  -0.387
C: -0.99692 2.34657 -1.75700  0.279
C: -0.68906 3.01453 -2.94748  -0.560
C: -1.08391 2.48871 -4.15305  -0.454
C: -1.80895 1.29431 -4.17186  -0.789
C: -2.01138 0.65119 -2.98285  -0.264
N: -1.57355 1.12877 -1.78781  -0.261
C: -0.60795 3.62664 1.75942  0.444
C: -0.59871 5.00778 1.79296  -0.212
C: -0.42782 5.60550 3.03738  -0.665
C: -0.26318 4.83841 4.19400  -0.646
C: -0.26524 3.44866 4.14300  -0.249
C: -0.44480 2.87324 2.90049  0.147
H: -0.94377 -4.65444 3.28148  0.464
H: 0.85818 -3.63632 4.71608  0.478
H: 1.15240 -1.16230 4.67711  0.575
H: -2.18235 -3.17111 1.74641  0.812
H: -0.20763 3.97901 -2.86929  0.544
H: -0.87547 3.02074 -5.07286  0.483
H: -2.21211 0.88067 -5.08568  0.493
H: -2.56801 -0.27733 -2.94716  0.666
H: -0.72584 5.59590 0.89330  0.555
H: -0.42194 6.68503 3.11603  0.445
H: -0.13487 5.33730 5.14565  0.449
H: -0.13801 2.84526 5.03256  0.555
C: 3.89057 2.02158 1.78716  -0.890
N: 2.90867 1.47690 0.83503  0.257
C: 2.78579 2.13410 -0.46672  -0.736
C: 2.23872 0.39612 1.13405  -0.330
O: 1.41105 -0.16420 0.36687  -0.285
H: 3.67855 3.07777 1.93946  0.344
H: 4.90034 1.89740 1.40086  0.359
H: 3.79425 1.49833 2.73474  0.316
H: 2.99721 3.19115 -0.32697  0.388
H: 1.77784 2.02282 -0.85337  0.060
H: 3.50271 1.71019 -1.16966  0.298
H: 2.42356 -0.01259 2.12832  0.400

=====

No. 3
Below is a molecular structure, C31H34BN4OS5Sr, with properties calculated with ωB97M-V/def2-TZVPD.

LUMO = -2.5 eV
charge = +1
highest occupied orbital energy = -9.269 eV
ΔE to the lowest compared entry with this formula, charge and spin = 134.94 kcal/mol
largest force on an atom = 10.4 eV/A
Kohn-Sham gap = 6.7390 eV

Last column: Mulliken charge in e.
Atoms and positions in Å:
Sr: -1.19811 0.38904 -0.06102  1.577
C: -5.61064 2.33799 0.59113  -0.978
C: -5.14700 0.89361 0.77920  -0.535
S: -3.70309 0.43025 -0.20317  0.293
C: -2.89077 -0.62142 1.00521  -1.549
C: -2.03759 0.08939 2.04565  -1.333
S: -1.82586 1.86610 1.88705  0.393
C: -3.13890 2.47363 2.97203  -0.866
C: -3.87133 3.69628 2.41439  -0.843
S: -4.32100 3.61856 0.65222  -0.011
H: -6.37746 2.56568 1.33113  0.450
H: -6.04137 2.46180 -0.40254  0.426
H: -5.96621 0.22105 0.51851  0.526
H: -4.90132 0.69185 1.81607  0.161
H: -2.26140 -1.31215 0.46893  0.823
H: -3.64540 -1.23150 1.49453  0.582
H: -1.04865 -0.34438 2.03618  0.786
H: -2.43311 -0.10825 3.03907  0.523
H: -2.70176 2.71570 3.94155  0.583
H: -3.83427 1.65849 3.13990  0.290
H: -3.23231 4.57711 2.48025  0.384
H: -4.76882 3.88565 3.00237  0.482
N: 3.43076 2.70114 -0.89931  -0.068
C: 4.55254 1.84903 -0.89358  0.021
C: 5.82964 2.37202 -0.79269  -0.687
C: 6.93276 1.52597 -0.78447  -0.624
C: 6.75586 0.15645 -0.85626  -0.708
C: 5.47107 -0.36945 -0.93395  -0.618
C: 4.37601 0.47245 -0.96830  0.885
S: 2.71820 -0.18889 -1.11632  -0.062
N: 1.74465 1.07861 -0.61101  0.076
C: 2.15607 2.28689 -0.65960  0.491
C: 1.11674 3.33633 -0.47688  0.244
C: 1.37113 4.56429 0.11825  -0.740
C: 0.33607 5.48380 0.22067  -0.654
C: -0.89624 5.16190 -0.31958  -0.665
C: -1.04847 3.91508 -0.91402  -0.644
N: -0.08071 3.00689 -0.96992  0.206
H: 3.61349 3.68477 -0.99002  0.236
H: 5.97161 3.44499 -0.72757  0.355
H: 7.92688 1.94546 -0.71481  0.379
H: 7.61187 -0.50456 -0.85470  0.396
H: 5.31138 -1.43966 -0.98891  0.420
H: 2.34770 4.79754 0.52257  0.478
H: 0.49526 6.43595 0.70891  0.453
H: -1.72394 5.85774 -0.28575  0.522
H: -1.98838 3.63130 -1.37473  0.582
O: 0.18415 -1.21644 0.50037  -0.664
S: -0.13920 -2.46159 1.31187  -0.163
C: -1.11294 -3.48582 0.19598  0.723
C: -1.84975 -4.52546 0.74253  -0.628
C: -2.59176 -5.33802 -0.10083  -0.593
C: -2.59705 -5.09171 -1.46795  -0.569
C: -1.86532 -4.03579 -1.99495  -0.864
C: -1.11203 -3.21720 -1.16548  0.266
C: 1.33912 -3.49253 1.24151  0.906
C: 2.07569 -3.50294 0.06885  -0.193
C: 3.18527 -4.32699 -0.00546  -0.939
C: 3.53878 -5.12548 1.07540  -0.558
C: 2.79082 -5.09945 2.24265  -0.654
C: 1.67894 -4.27394 2.33240  -0.516
H: -1.83706 -4.70527 1.81208  0.439
H: -3.16798 -6.15554 0.31075  0.433
H: -3.18103 -5.72396 -2.12307  0.424
H: -1.87438 -3.83819 -3.05869  0.516
H: -0.55686 -2.37441 -1.56439  0.287
H: 1.77682 -2.87616 -0.75394  0.382
H: 3.76806 -4.35007 -0.91725  0.484
H: 4.39694 -5.78042 1.00430  0.407
H: 3.07125 -5.71750 3.08452  0.414
H: 1.08931 -4.24335 3.24106  0.450
B: 0.02349 0.95442 -4.73350  0.514
C: -0.28744 0.43951 -3.31974  -0.267
N: -0.44385 0.11446 -2.21505  -0.999
H: -0.84737 0.64665 -5.50157  -0.163
H: 1.08607 0.48993 -5.05476  -0.144
H: 0.08373 2.15277 -4.57425  -0.167